(1)
{
  "formula": "C4H6N2O",
  "method": "ωB97M-V with the def2-TZVPD basis set",
  "species": ["C", "C", "N", "N", "C", "C", "O", "H", "H", "H", "H", "H", "H"],
  "coordinates": [[0.38317, -1.44248, -0.18731], [1.34942, -0.59326, -0.68007], [1.12354, 0.30189, -1.77395], [0.13231, 0.97480, -1.45879], [-0.86011, 0.25846, -0.23219], [-0.69318, 1.04401, 1.04360], [-1.92740, -0.10348, -0.67467], [-0.22068, -2.01735, -0.88101], [0.52729, -1.86224, 0.80099], [2.17819, -0.28298, -0.04810], [-1.40533, 1.87137, 1.03117], [0.30944, 1.45501, 1.16075], [-0.89666, 0.39625, 1.89958]],
  "charge": 0,
  "orbital_gap_ev": 8.33,
  "e_homo_ev": -8.67,
  "e_above_lowest_ev": 4.915,
  "smiles": "C=C/N=N\\C(C)=O"
}


(2)
{
  "formula": "C6H15NO",
  "method": "ωB97M-V with the def2-TZVPD basis set",
  "species": ["C", "C", "C", "C", "C", "N", "C", "H", "H", "H", "H", "H", "H", "H", "H", "H", "H", "H", "H", "H", "O", "H", "H"],
  "coordinates": [[-0.38350, -1.16692, -2.48004], [-0.97092, -0.38384, -1.57183], [-0.32914, 0.72958, -0.79732], [0.71603, 0.39455, 0.28813], [0.70261, 1.61670, 1.25882], [1.97861, 0.37303, -0.48466], [3.17973, -0.04986, 0.26266], [-0.92880, -1.89708, -3.04922], [0.55895, -1.09332, -2.90970], [-1.99188, -0.80373, -1.31803], [-1.10559, 1.39112, -0.38428], [0.14337, 1.37949, -1.61989], [0.50069, -0.76177, 0.59977], [1.00950, 2.37038, 0.57521], [1.31745, 1.43829, 2.16335], [-0.30602, 2.10655, 1.55896], [1.80111, -0.05950, -1.39709], [4.14762, -0.18049, -0.36938], [3.46612, 0.82520, 0.93605], [3.10907, -0.93204, 0.82115], [-5.52978, -1.59341, 2.25510], [-5.93078, -2.45460, 2.48318], [-5.15445, -1.24834, 3.17906]],
  "charge": 0,
  "orbital_gap_ev": 9.47,
  "e_homo_ev": -8.63,
  "e_above_lowest_ev": 3.565,
  "smiles": "C=CC[C@H](C)NC.O"
}


(3)
{
  "formula": "C4H5NOS",
  "method": "ωB97M-V with the def2-TZVPD basis set",
  "species": ["O", "C", "C", "S", "N", "C", "C", "H", "H", "H", "H", "H"],
  "coordinates": [[-1.09550, 2.39118, -0.17600], [-1.64747, 1.30675, -0.00723], [-1.14295, -0.15082, -0.08771], [-2.22897, -1.32600, -0.06495], [0.17005, -0.28220, -0.43043], [1.21341, -1.16963, -0.07177], [1.43965, 0.25393, 0.12110], [-2.82590, 1.13189, 0.24232], [0.83204, -1.89034, 0.74548], [1.79132, -1.67114, -0.85449], [1.44665, 0.71864, 1.22146], [2.04767, 0.68773, -0.63778]],
  "charge": 0,
  "orbital_gap_ev": 8.40,
  "e_homo_ev": -9.23,
  "e_above_lowest_ev": 2.928,
  "smiles": "O=CC(=S)N1CC1"
}


(4)
{
  "formula": "Cl3NiO12",
  "method": "ωB97M-V with the def2-TZVPD basis set",
  "species": ["Ni", "Cl", "O", "O", "O", "O", "Cl", "O", "O", "O", "O", "Cl", "O", "O", "O", "O"],
  "coordinates": [[-0.67554, -0.28045, 0.99357], [0.36412, 1.04349, -1.88466], [1.59672, 0.63059, -2.53217], [-0.60686, 1.91824, -2.30594], [-0.39256, -0.17822, -2.01985], [0.33441, 1.17459, -0.40673], [-1.97095, 2.16688, 2.38712], [-0.65702, 1.49167, 2.37881], [-2.76970, 1.61863, 1.41844], [-2.38848, 2.00814, 3.75298], [-1.86987, 3.53557, 1.93237], [1.77863, -2.97262, -0.71951], [1.17640, -1.99812, 0.17679], [2.02985, -2.62627, -2.01749], [3.05942, -3.40779, -0.10012], [0.99138, -4.12438, -1.05356]],
  "s_squared": 2.007,
  "charge": -1,
  "orbital_gap_ev": [6.02, 4.34],
  "e_homo_ev": [-6.19, -6.19],
  "e_above_lowest_ev": 2.275,
  "multiplicity": 3
}


(5)
{
  "formula": "C46H67N3O13S2",
  "method": "ωB97M-V with the def2-TZVPD basis set",
  "species": ["C", "C", "C", "C", "C", "C", "C", "C", "C", "C", "O", "C", "N", "C", "C", "C", "C", "C", "S", "O", "O", "O", "S", "C", "C", "C", "N", "C", "C", "O", "C", "C", "C", "C", "C", "C", "C", "C", "C", "N", "H", "H", "H", "H", "H", "H", "H", "H", "H", "H", "H", "H", "H", "H", "H", "H", "H", "H", "H", "H", "H", "H", "H", "H", "H", "H", "H", "H", "H", "H", "H", "H", "H", "H", "H", "H", "H", "H", "H", "H", "H", "H", "H", "O", "C", "C", "C", "C", "O", "H", "H", "H", "H", "H", "H", "O", "C", "C", "C", "C", "O", "H", "H", "H", "H", "H", "H", "O", "C", "C", "C", "C", "O", "H", "H", "H", "H", "H", "H", "O", "C", "C", "C", "C", "O", "H", "H", "H", "H", "H", "H"],
  "coordinates": [[-4.60675, 2.32390, 1.78811], [-3.73105, 1.51081, 1.93190], [-2.58950, 0.62886, 1.91599], [-2.70625, -0.58358, 1.21374], [-4.00358, -0.96367, 0.54792], [-1.58471, -1.40897, 1.16909], [-0.39646, -1.01403, 1.77774], [-0.28090, 0.18543, 2.46922], [1.01982, 0.58481, 3.11197], [1.93685, 1.38403, 2.15953], [1.22862, 2.42294, 1.48358], [3.07748, 2.01778, 2.97134], [4.29115, 1.20841, 3.04180], [-1.40512, 1.01635, 2.55765], [-1.34477, 2.30797, 3.34063], [-1.61039, 2.11949, 4.85233], [-3.05611, 1.78233, 5.21020], [-3.28687, 1.44747, 6.69107], [-2.53732, 2.51683, 7.91319], [-3.47670, 2.65396, 8.98841], [-1.23739, 2.03753, 8.27689], [-2.38756, 3.96081, 7.24228], [0.97888, -2.13810, 1.65784], [0.73597, -2.71241, -0.00595], [1.78446, -2.98542, -0.88158], [3.23458, -2.87105, -0.49815], [3.83418, -4.24394, -0.48273], [1.47488, -3.41583, -2.17017], [0.16611, -3.56041, -2.58410], [-0.11767, -3.90043, -3.89189], [-0.40967, -2.72249, -4.66737], [-1.80343, -2.71595, -5.29997], [-2.86803, -3.46535, -4.48970], [-2.28479, -1.27059, -5.54712], [-1.81307, -0.57280, -6.82887], [-0.33267, -0.14599, -6.69737], [-2.65581, 0.70006, -6.96783], [-0.87421, -3.32444, -1.69780], [-0.58257, -2.90473, -0.40768], [-1.62280, -2.65734, 0.51173], [-5.40162, 3.02116, 1.67487], [-4.59466, -1.60094, 1.20953], [-4.57126, -0.08826, 0.24982], [-3.81300, -1.53383, -0.36443], [1.59378, -0.29273, 3.40484], [0.82986, 1.21715, 3.97621], [2.38194, 0.71556, 1.42278], [1.01640, 2.10206, 0.60096], [2.72718, 2.23572, 3.98049], [3.30615, 2.96597, 2.47988], [4.34709, 0.67482, 3.89631], [4.38677, 0.59832, 2.24155], [-0.35074, 2.73517, 3.26522], [-2.05678, 3.00991, 2.90605], [-0.95684, 1.31221, 5.19369], [-1.26668, 3.03652, 5.32978], [-3.74578, 2.55300, 4.85498], [-3.31297, 0.88093, 4.64906], [-4.34795, 1.49001, 6.93333], [-2.95054, 0.43900, 6.92301], [-2.84187, 3.98193, 6.38657], [3.74096, -2.27657, -1.25561], [3.34120, -2.40438, 0.47941], [4.48740, -4.31859, 0.28666], [3.07689, -4.89657, -0.31675], [2.28463, -3.60036, -2.86716], [0.34016, -2.68283, -5.46162], [-0.24861, -1.84090, -4.04251], [-1.75112, -3.20800, -6.27560], [-3.34778, -2.80907, -3.75844], [-3.65264, -3.80880, -5.16587], [-2.47348, -4.34032, -3.97759], [-3.37659, -1.32042, -5.59482], [-2.04650, -0.65526, -4.67400], [-1.91437, -1.24155, -7.68612], [0.34397, -0.97243, -6.91813], [-0.10441, 0.69466, -7.35232], [-0.15571, 0.16159, -5.66405], [-2.53902, 1.19354, -7.93330], [-2.30443, 1.39874, -6.20462], [-3.70538, 0.49682, -6.76010], [-1.90982, -3.43987, -1.98837], [-2.52799, -2.86145, 0.11977], [2.27519, 0.29220, -0.96469], [2.57822, 0.39191, -2.12088], [1.98235, 1.30143, -3.18143], [2.47713, 0.65612, -4.47898], [3.78464, 0.01917, -4.02548], [3.57057, -0.33995, -2.65306], [2.37784, 2.30786, -3.03431], [0.89840, 1.32067, -3.09965], [2.60405, 1.34661, -5.31002], [1.77434, -0.11943, -4.78869], [4.62356, 0.71609, -4.07453], [4.04171, -0.88262, -4.57508], [2.16908, 2.39206, 6.45904], [1.84468, 3.24108, 7.23625], [1.08271, 3.07130, 8.53560], [0.62441, 4.49570, 8.84078], [1.72064, 5.32461, 8.18309], [2.15129, 4.54886, 7.05195], [1.76877, 2.69034, 9.29397], [0.25251, 2.38041, 8.40925], [0.50342, 4.70921, 9.90074], [-0.33032, 4.68589, 8.34783], [2.57852, 5.47756, 8.84191], [1.37452, 6.29188, 7.82648], [5.64002, -3.27395, -3.77115], [6.05378, -4.36494, -3.51336], [5.38896, -5.69594, -3.80663], [6.15986, -6.65907, -2.90741], [7.52140, -5.98029, -2.81941], [7.24772, -4.57229, -2.91081], [5.52288, -5.92024, -4.86632], [4.32971, -5.64792, -3.57069], [6.21477, -7.67873, -3.28356], [5.69677, -6.68548, -1.92041], [8.17807, -6.25710, -3.64741], [8.03784, -6.17132, -1.88190], [-3.95979, 1.79998, -3.84185], [-4.32560, 2.66617, -3.10401], [-5.16000, 2.52322, -1.84439], [-5.61796, 3.95604, -1.58103], [-4.47799, 4.76343, -2.19109], [-3.99542, 3.96727, -3.28599], [-4.51447, 2.14252, -1.04952], [-5.98029, 1.83043, -2.00990], [-5.78906, 4.18797, -0.53155], [-6.54291, 4.15299, -2.12461], [-3.65570, 4.91520, -1.48849], [-4.79351, 5.72921, -2.57786]],
  "charge": 0,
  "orbital_gap_ev": 7.77,
  "e_homo_ev": -7.60,
  "smiles": "C#Cc1c(C)c2c(c(C[C@@H](O)CN)c1CCCCS(=O)(=O)O)Sc1c(CN)cc(OC[C@@H](C)CC(C)C)cc1N2.O=C1CCCO1.O=C1CCCO1.O=C1CCCO1.O=C1CCCO1"
}


- What is the formula in the second record?
  C6H15NO